(1)
ORCA calculation (ωB97M-V/def2-TZVPD) on a molecular structure, C22H22INO3PRu in a non-equilibrium geometry.

Properties
⟨S²⟩ = 6.0404
lowest unoccupied orbital energy (alpha / beta) = -3.6 / -4.6 eV
frontier orbital gap (alpha / beta) = 6.329 / 6.471 eV
net charge = +1
calculated total energy = -50752.49596 eV
highest occupied orbital energy (alpha / beta) = -9.89 / -11.10 eV
energy above the lowest of the compared OMol25 structures with the same formula, charge and spin = 0.00 kcal per mole
spin multiplicity = 5

Each line ends with the natural charge from an NBO analysis.
Positions of all 51 atoms, in Å:
H 2.686570 1.328608 3.236575  0.23
H 1.815031 2.230544 1.123148  0.23
H 2.736081 -2.511690 -0.867952  0.13
C 2.099190 -1.624241 0.950945  0.70
H -2.769800 5.989942 -0.552358  0.23
H 1.450702 -1.817678 2.877824  0.43
N 2.194430 -2.056843 2.235337  -0.78
C 4.171587 -2.900170 -2.367469  -0.32
H -1.335121 -3.319565 -2.170717  0.23
C -3.481629 -0.688730 -2.480487  -0.21
C -1.455066 0.048501 -1.344041  -0.39
C -2.842479 2.388206 0.874777  -0.13
H -4.571058 5.319685 1.017994  0.23
H 2.977057 -2.605091 2.567853  0.42
C 3.198598 -1.966048 -0.038629  -0.54
H 2.548037 0.607394 -1.088881  -0.25
C 1.774423 0.916015 2.813828  -0.23
H 1.494809 -0.509772 4.402541  0.23
C -0.954800 -1.318567 -1.492860  -0.06
C -1.816914 2.746707 -0.008840  -0.39
C -2.721683 0.326902 -1.886242  -0.14
H 3.909565 -3.183033 -3.393455  0.22
H -3.599711 -2.766395 -3.040179  0.23
H 5.231683 -2.630058 -2.349397  0.24
C 2.125229 -2.076784 -1.954368  0.79
C -1.811800 4.058691 -0.516382  -0.17
I 4.787135 -3.119408 0.774135  0.19
H 4.025038 -3.750118 -1.691137  0.20
Ru 0.989813 -0.325539 -1.293966  0.64
H -4.615806 3.013317 1.930717  0.23
H -3.140889 1.328900 -1.862741  0.23
C -3.830025 3.309315 1.240794  -0.22
C -2.796731 4.979796 -0.151494  -0.21
C -0.059941 -0.638413 2.918547  -0.27
C -0.559213 -0.132302 1.713827  -0.18
O 0.984549 -2.358052 -1.970690  -0.39
H -2.896014 1.387184 1.291892  0.21
H -1.474794 -0.565928 1.321062  0.23
O 3.420289 -1.774603 -1.941552  -0.45
C 1.106925 -0.114945 3.467311  -0.23
C 1.272335 1.423321 1.611705  -0.21
O 1.119184 -0.960876 0.613236  -0.69
C -3.805997 4.604450 0.728575  -0.17
H -1.030182 4.382017 -1.202728  0.23
H 3.593337 -1.022403 -0.429983  0.30
P -0.468612 1.642430 -0.539456  0.87
H -4.466084 -0.454631 -2.880516  0.23
H -0.586165 -1.442810 3.425939  0.23
C 0.096273 0.907665 1.039339  -0.26
C -1.725716 -2.310330 -2.087387  -0.28
C -2.991640 -1.994569 -2.573990  -0.18

Force components x, y, z for each atom (eV/Å):
H -0.150 -0.033 -0.075
H -0.132 -0.140 -0.026
H -0.011 -2.697 5.805
C 1.408 -1.975 2.978
H 0.026 -0.197 0.053
H 0.431 -0.460 -0.434
N 0.567 -0.698 -1.716
C 1.855 -1.511 -1.658
H -0.081 0.066 -0.073
C 0.403 -0.128 0.098
C 0.676 -0.694 0.435
C -0.284 0.123 0.142
H 0.111 -0.116 -0.047
H -0.170 0.100 -0.300
C -0.925 0.464 6.769
H -1.093 -0.839 -0.472
C -0.221 0.119 -0.123
H -0.028 0.104 -0.043
C -3.199 2.678 0.038
C -0.539 0.678 -0.246
C 0.029 -0.451 -0.371
H 0.022 0.086 0.226
H 0.132 0.118 0.085
H -0.311 0.091 0.076
C -0.005 7.807 -0.336
C -0.003 -0.026 -0.035
I 0.277 -0.007 0.390
H -0.194 0.154 -0.286
Ru 1.907 3.023 -2.386
H 0.147 0.004 -0.118
H 0.161 -0.060 0.191
C 0.369 -0.222 -0.165
C 0.096 -0.219 0.068
C -0.971 1.009 0.183
C -0.958 0.852 1.276
O 0.025 -5.534 -2.025
H 0.102 0.074 -0.070
H 0.167 0.057 -0.112
O 0.909 -0.438 -11.927
C -0.705 1.269 0.360
C -0.296 0.213 0.203
O 2.105 -3.306 0.008
C 0.130 -0.056 -0.070
H -0.105 -0.171 0.113
H -0.195 -0.254 1.615
P -0.832 -1.311 0.079
H 0.201 -0.027 0.110
H -0.040 0.113 -0.053
C -1.077 1.642 1.427
C 0.521 0.341 0.382
C -0.250 0.388 0.060

=====

(2)
ORCA calculation (ωB97M-V/def2-TZVPD) on a molecular structure, C22H22InN4O5 in a non-equilibrium geometry.

Properties
lowest unoccupied orbital energy (alpha / beta) = -11.0 / -9.9 eV
frontier orbital gap (alpha / beta) = 6.626 / 7.712 eV
net charge = +3
calculated total energy = -44512.27902 eV
highest occupied orbital energy (alpha / beta) = -17.63 / -17.63 eV
energy above the lowest of the compared OMol25 structures with the same formula, charge and spin = 4.12 kcal per mole

Each line ends with the natural charge from an NBO analysis.
Positions of all 54 atoms, in Å:
N 10.884098 11.909688 5.570625  0.37
C 7.138764 9.376339 10.876929  0.24
H 16.098509 9.393990 11.489994  0.26
H 11.770534 7.463758 5.661999  0.23
H 7.030511 7.637276 9.657888  0.23
C 15.455045 10.637442 9.910945  -0.21
H 9.385892 11.281886 13.612961  0.27
H 9.535052 5.431099 9.544994  0.28
C 8.812080 10.772472 12.828998  -0.28
H 6.537678 12.083315 13.935736  0.28
C 15.278454 9.617740 10.794017  -0.10
H 16.000342 7.019055 11.365027  0.41
O 10.273193 9.489914 9.499518  -0.67
H 16.295688 11.297335 10.020271  0.27
C 6.479990 8.612842 9.810595  -0.71
C 13.279892 8.902967 9.715836  0.09
O 12.955277 7.334428 12.115560  -0.63
C 14.065421 7.556252 11.656027  0.65
H 7.912767 12.986967 13.389523  0.25
C 14.225342 8.758912 10.743386  -0.13
H 15.097665 6.067218 12.446818  0.43
H 7.841192 8.075373 12.225900  0.35
C 8.420122 8.755246 11.461760  -0.05
O 10.354206 12.693161 6.186178  -0.03
H 11.319868 5.020760 5.790850  0.28
H 10.787061 8.073161 13.168233  0.29
C 9.951745 8.319763 9.646618  0.82
C 6.710785 10.546829 11.506459  -0.16
N 15.158979 6.851562 11.823521  -0.76
H 12.534270 8.220147 9.594006  0.20
C 5.366946 11.135713 11.094186  0.38
C 10.977993 5.709434 6.522737  -0.17
O 4.897947 10.816230 10.036827  -0.45
H 6.357164 12.929799 12.431148  0.25
H 10.084292 4.109248 7.684598  0.27
In 11.573302 10.101224 7.575026  1.25
N 13.388616 9.962850 8.886517  -0.62
H 4.745031 11.691203 11.808771  0.17
H 14.649410 11.676177 8.205865  0.25
N 11.055351 7.862158 7.593856  -0.56
H 11.231025 9.801820 13.378186  0.26
C 10.363372 7.327444 8.626226  0.05
C 14.517797 10.826295 8.908646  0.06
H 5.435352 8.301299 10.091559  0.31
C 10.302550 5.203148 7.619846  -0.12
H 11.156065 9.093030 11.731414  0.24
O 9.101008 7.846200 10.508635  -0.44
H 6.471509 9.101309 8.836015  0.29
C 7.029129 12.449702 13.080569  -0.66
C 9.280247 9.544820 12.328521  0.21
C 10.657252 9.063092 12.719360  -0.67
C 11.284078 7.072293 6.573160  0.07
C 7.549448 11.233745 12.419265  0.27
C 10.043748 5.974706 8.703622  -0.17

Force components x, y, z for each atom (eV/Å):
N -1.005 1.232 2.004
C 1.168 1.151 0.925
H -0.512 0.359 0.044
H -0.078 0.220 0.772
H -0.614 1.022 0.171
C -0.633 1.014 -1.257
H -0.244 -0.065 -0.557
H 0.551 1.341 -0.583
C 0.399 -2.288 -0.722
H -0.934 -0.215 1.432
C 1.607 -0.987 1.282
H 1.416 0.343 -0.779
O -0.042 0.755 0.553
H 0.243 0.147 -0.246
C -0.351 -2.416 -0.100
C 3.549 3.246 1.132
O 0.204 -0.278 -0.040
C -0.984 1.348 -0.729
H -0.253 0.854 0.170
C -1.187 -1.224 -0.853
H 0.177 -0.319 0.168
H 1.146 0.511 -1.043
C -1.797 -0.922 -0.387
O 0.797 -0.895 -1.877
H 0.097 0.031 -1.017
H -0.415 0.060 -0.381
C -0.339 -0.013 -1.219
C 0.181 -0.689 -1.124
N -0.749 -1.167 1.338
H -1.971 -1.555 -0.320
C -0.367 -1.158 -0.146
C -0.559 0.497 1.733
O 0.104 0.305 -0.161
H -0.698 1.218 -0.379
H 0.096 1.075 -0.233
In 0.172 -0.196 0.011
N 1.214 0.671 -0.860
H 0.367 0.272 0.173
H -0.684 -0.937 0.308
N -0.997 -0.149 0.412
H -1.145 -0.895 -0.874
C 0.205 -0.735 0.757
C -1.456 -0.958 0.861
H 0.786 0.703 -0.392
C 0.876 -2.585 -1.164
H 0.353 -0.387 0.669
O -0.491 0.549 1.705
H -0.263 0.344 0.228
C 1.889 -0.877 -0.894
C 0.879 1.966 2.090
C 0.597 1.346 -0.244
C 1.252 -0.952 -2.519
C -0.291 -0.293 0.616
C -1.263 0.575 1.544

=====

(3)
ORCA calculation (ωB97M-V/def2-TZVPD) on a single C22H22N2O5S molecule in a non-equilibrium geometry.

Properties
lowest unoccupied orbital energy = 0.4 eV
frontier orbital gap = 8.556 eV
net charge = 0
calculated total energy = -47223.79363 eV
highest occupied orbital energy = -8.17 eV
energy above the lowest of the compared OMol25 structures with the same formula, charge and spin = 30.73 kcal per mole

Each line ends with the natural charge from an NBO analysis.
Positions of all 52 atoms, in Å:
C -1.471437 0.435970 1.308706  0.04
H 1.320445 -3.301847 2.205670  0.16
C -1.428752 -1.553246 -1.880517  -0.03
C 1.898533 1.097340 0.420014  -0.06
O -4.126314 1.058792 -2.327113  -0.63
H -1.858855 -0.787196 3.980058  0.23
H -3.420109 -2.291212 -1.691454  0.22
C -1.794545 -0.454963 -2.845304  -0.25
C -2.121839 -3.265789 -0.302032  -0.26
H 5.177699 1.192923 1.236930  0.21
C 0.166962 -2.503512 -0.412572  0.30
C -3.072847 1.358204 -1.799056  0.66
C -2.896526 0.241620 1.004138  -0.63
C -0.826469 -3.306218 0.150527  0.22
H 3.321151 1.936311 -2.530980  0.21
S -3.798345 1.883371 0.830405  1.28
C 4.404379 1.591249 -0.718070  0.01
C 5.738301 1.869615 -1.337185  -0.63
N -0.526035 0.725525 0.360807  -0.50
H -1.138283 0.909663 -1.404414  0.44
H 1.112491 1.513852 -1.528528  0.22
H -0.539852 0.219746 4.608971  0.24
H -3.059068 -0.303881 0.079573  0.26
C 3.245035 1.675753 -1.485022  -0.22
O -0.282695 -4.061342 1.157288  -0.48
H -3.392624 -0.264326 1.830571  0.24
H -2.766283 -0.629349 -3.311550  0.24
C 2.006717 1.434619 -0.930079  -0.18
H -1.030584 -0.343897 -3.620535  0.20
H -1.946691 2.705239 -0.496668  0.24
H 1.701325 -4.602934 1.028307  0.16
C 3.054342 1.015356 1.194386  -0.18
H -3.531930 3.320123 -1.050934  0.25
C -2.406547 -2.364598 -1.326787  -0.22
H -2.086876 0.957349 4.154043  0.25
H 5.854295 1.310134 -2.263732  0.22
H 2.975524 0.756682 2.239305  0.22
H -2.883851 -3.892881 0.128771  0.23
C -0.852305 0.399471 2.529987  0.30
O 1.357019 -2.736670 0.225026  -0.49
C 4.288591 1.260299 0.626630  -0.22
C -1.365135 0.181052 3.903397  -0.67
O 0.466161 0.634901 2.328127  -0.40
N -1.884797 0.784252 -2.090424  -0.65
H 5.825081 2.929396 -1.576993  0.22
H 6.546734 1.603088 -0.661520  0.22
C -2.970154 2.437882 -0.747225  -0.69
C -0.105703 -1.626898 -1.430108  -0.27
H 0.669853 -1.007542 -1.848152  0.23
C 0.605386 0.827893 1.003167  0.48
O -3.233175 2.740086 1.872571  -0.98
C 1.082599 -3.709434 1.209554  0.24

Force components x, y, z for each atom (eV/Å):
C 0.414 -0.086 1.089
H -0.112 -0.028 -0.240
C -0.088 -0.112 -0.114
C 0.633 0.070 0.118
O -0.385 -0.082 0.029
H 0.012 -0.048 0.067
H -0.122 0.042 -0.058
C -0.125 -0.032 -0.075
C 0.267 -0.154 0.296
H 0.091 -0.011 0.042
C -0.461 -0.246 0.099
C 0.334 0.251 -0.207
C -0.382 0.650 -0.103
C 0.265 0.382 -0.274
H -0.007 0.028 -0.110
S 0.343 -0.952 -1.125
C -0.044 -0.038 0.072
C -0.002 0.046 -0.023
N 1.066 0.309 0.151
H -0.245 0.091 -0.014
H -0.087 0.024 -0.090
H -0.014 -0.035 0.110
H -0.040 -0.178 0.018
C 0.046 -0.027 0.051
O -0.474 -0.009 -0.188
H -0.138 0.010 -0.048
H 0.160 -0.014 -0.011
C -0.086 -0.052 0.218
H -0.108 -0.063 -0.008
H 0.010 -0.006 0.129
H -0.180 0.200 -0.035
C -0.264 0.000 -0.072
H 0.001 -0.040 -0.003
C 0.066 0.078 -0.206
H -0.003 0.023 0.072
H 0.074 -0.020 -0.055
H 0.007 -0.024 0.089
H -0.115 -0.101 0.059
C -1.045 -0.153 -0.673
O -0.110 0.324 -0.370
C 0.063 0.038 -0.121
C 0.121 0.083 -0.091
O 0.435 0.062 0.020
N 0.237 0.036 -0.211
H 0.081 0.048 -0.032
H 0.085 -0.005 -0.001
C -0.490 -0.247 0.466
C 0.107 -0.390 0.162
H 0.146 0.141 -0.074
C -1.099 -0.056 -0.490
O 0.297 0.769 0.949
C 0.864 -0.491 0.817

=====

(4)
ORCA calculation (ωB97M-V/def2-TZVPD) on a single C22H22N2O5S2 molecule in a non-equilibrium geometry.

Properties
lowest unoccupied orbital energy = -0.2 eV
frontier orbital gap = 8.381 eV
net charge = 0
calculated total energy = -58058.94251 eV
highest occupied orbital energy = -8.54 eV
energy above the lowest of the compared OMol25 structures with the same formula, charge and spin = 15.54 kcal per mole
SMILES = CCN(CC)S(=O)(=O)c1ccc(S(=O)(=O)Nc2ccc3c(c2)oc2ccccc23)cc1

Each line ends with the natural charge from an NBO analysis.
Positions of all 53 atoms, in Å:
H -5.134744 2.498079 -0.666758  0.22
C -3.132881 2.377799 -1.386419  -0.25
C -1.811050 2.305091 -0.987042  0.28
C -1.441914 2.289824 0.373536  -0.05
H 3.087059 1.966916 1.691941  0.25
O 5.173891 0.908045 1.329587  -0.92
H -0.605297 -0.929773 2.467800  0.20
H -4.522296 2.495570 1.702264  0.22
H -2.426922 -2.796359 -2.195807  0.23
H -3.057772 -1.170629 -2.514540  0.21
O 5.926645 0.331846 -0.945701  -0.93
H 4.204597 1.955241 -1.706030  0.41
C 1.448349 -2.341493 -0.209653  -0.31
C -1.909923 -2.264140 1.376572  -0.22
C 2.294603 2.019756 0.963837  -0.27
C 0.975900 2.110954 1.353711  -0.15
O -0.255138 -3.720506 -1.641135  -0.94
C -2.422649 2.365236 1.354973  -0.21
C -0.007410 2.187911 0.375077  -0.16
C 2.649411 2.002865 -0.390610  0.16
H 0.710689 2.129763 2.398983  0.22
C 1.921465 -1.946792 1.027693  -0.13
S 4.863530 0.602097 -0.029596  2.31
C -4.092956 2.440594 -0.391230  -0.20
H 3.683777 -0.784056 -2.206110  0.24
H -1.565457 -3.185063 1.848425  0.24
C 0.362217 2.168020 -0.984173  0.38
H 1.427847 -2.309859 1.914799  0.23
H 1.675893 -2.309843 -2.320778  0.25
C 2.067210 -1.950039 -1.382176  -0.19
S -0.066655 -3.309262 -0.280778  2.34
C 1.680903 2.074435 -1.386094  -0.31
O -0.025818 -4.303955 0.748525  -0.94
H -2.076858 -0.161892 1.871747  0.21
C 3.167169 -1.109534 -1.316664  -0.19
C 3.015312 -1.099293 1.095435  -0.20
C 3.612379 -0.683691 -0.079530  -0.32
C -2.765988 -1.871909 -1.737284  -0.63
H -1.955430 -0.337150 -0.445282  0.21
H -2.155873 -1.252504 3.256931  0.22
O -0.720149 2.233568 -1.802447  -0.43
H 3.414573 -0.749739 2.034009  0.25
C -1.634791 -1.276042 -0.904150  -0.22
N -1.168389 -2.154704 0.143039  -0.71
N 3.999870 1.879504 -0.720712  -0.84
C -3.743854 2.437803 0.956654  -0.23
H -3.395773 2.387310 -2.431579  0.23
H -2.981396 -2.362841 1.168998  0.19
H -3.632689 -2.081457 -1.115432  0.20
C -1.669726 -1.073606 2.301679  -0.62
H -0.775245 -1.069078 -1.546613  0.21
H 1.944753 2.064358 -2.431815  0.22
H -2.153025 2.372613 2.399910  0.22

Force components x, y, z for each atom (eV/Å):
H -0.089 0.007 -0.039
C 0.280 -0.025 -0.219
C -0.361 0.061 0.967
C -0.357 0.061 -0.498
H 0.019 0.056 0.142
O -0.326 -0.049 0.115
H 0.133 0.019 0.053
H -0.070 0.008 0.063
H -0.063 -0.035 -0.080
H -0.095 0.070 -0.096
O -0.119 -0.069 -0.255
H 0.147 -0.083 -0.091
C -0.362 -0.318 -0.150
C -0.001 -0.105 0.590
C 0.012 0.160 0.004
C -0.113 -0.010 -0.229
O 0.082 0.297 -0.064
C 0.101 0.048 -0.176
C 0.329 -0.038 -0.489
C -0.872 0.251 0.361
H 0.005 -0.003 0.148
C 0.127 -0.017 0.069
S -0.179 0.027 -0.428
C 0.008 -0.015 -0.020
H -0.018 0.017 -0.178
H -0.260 0.086 0.092
C 0.343 -0.038 0.991
H -0.006 0.030 0.197
H 0.024 0.009 -0.141
C 0.028 -0.041 -0.115
S 0.011 0.496 0.195
C -0.037 0.053 -0.097
O 0.073 0.173 0.212
H -0.015 0.093 0.017
C 0.029 -0.100 -0.018
C -0.031 -0.141 0.102
C 0.465 0.304 0.071
C 0.206 0.072 0.134
H 0.145 -0.018 0.004
H -0.064 0.043 0.134
O 0.000 0.008 -0.473
H -0.044 0.011 0.148
C -0.129 0.119 -0.502
N 0.559 -0.954 -0.260
N 0.850 -0.420 0.126
C -0.103 -0.003 0.146
H -0.051 0.000 -0.137
H 0.078 -0.079 -0.033
H -0.136 -0.013 0.034
C -0.113 -0.189 -0.231
H -0.085 0.257 -0.058
H 0.048 -0.057 -0.163
H -0.001 -0.018 0.125

=====

Among the records above, which one has the highest calculated total energy? C22H22InN4O5

=====

Among the records above, which one has the lowest energy above the lowest of the compared OMol25 structures with the same formula, charge and spin? C22H22INO3PRu

=====

Which formula does entry 3 have? C22H22N2O5S